Record 1
The ion C33H44N3O2 with charge +1 in a non-equilibrium geometry. Source: the Open Molecules 2025 dataset; level of theory: the ωB97M-V functional and the def2-TZVPD basis.

highest occupied orbital energy = -9.14 eV
SMILES = COC(=O)[C@@H]1CCC/[N+]1=C1\CCCC[C@@H]1C(c1ccc2c(c1)CCCN2C)c1ccc2c(c1)CCCN2C

```
! wB97M-V def2-TZVPD RIJCOSX def2/J DEFGRID3
* xyz 1 1
C 1.4972 0.2727 3.6067
O 0.3019 -0.5413 3.7038
C 0.2795 -1.6205 2.8991
O 1.1658 -1.8922 2.0962
C -0.9154 -2.5146 3.1139
C -0.5221 -3.9542 3.3595
C -1.4321 -4.8327 2.4979
C -2.3665 -3.8834 1.7491
N -1.7486 -2.5301 1.8896
C -2.3664 -1.4213 1.3656
C -3.8915 -1.5649 1.6084
C -4.7565 -0.3146 1.7587
C -4.2777 0.6978 0.6930
C -2.7697 1.0185 0.7292
C -1.7072 0.0192 1.1706
C -0.5637 0.5032 0.4749
C 0.3990 1.8833 -0.1061
C 1.4835 1.7922 -1.0972
C 2.4032 2.8180 -1.4458
C 2.3975 4.0439 -0.7695
C 1.4158 4.1670 0.2381
C 0.4635 3.1535 0.5195
C 1.3008 5.4257 1.0319
C 2.5581 6.2893 0.9998
C 3.0706 6.4037 -0.4456
N 3.2185 5.0907 -1.0671
C 3.9941 5.1538 -2.2752
C -0.4312 -0.2576 -0.7793
C -0.6303 0.2079 -2.1096
C -0.4529 -0.6332 -3.1935
C 0.0671 -1.9364 -2.9490
C 0.0808 -2.4430 -1.6224
C -0.1958 -1.5917 -0.5919
C 0.5733 -3.8241 -1.3063
C 1.5596 -4.3361 -2.3537
C 1.0772 -4.0304 -3.7711
N 0.6586 -2.6583 -3.9542
C 0.6748 -2.1593 -5.3061
H 1.3014 1.0904 4.3034
H 2.4012 -0.2825 3.8988
H 1.6168 0.6591 2.5819
H -1.5210 -2.1057 3.9463
H 0.5324 -4.1020 3.1139
H -0.6152 -4.1522 4.4302
H -0.8208 -5.4415 1.8205
H -1.9598 -5.5547 3.1306
H -2.4787 -4.2027 0.7199
H -3.3364 -3.9787 2.2271
H -4.3829 -2.1721 0.8140
H -4.1686 -2.2249 2.4816
H -4.6404 0.0838 2.7748
H -5.8482 -0.5359 1.6201
H -4.8827 1.6332 0.7594
H -4.5679 0.2510 -0.2768
H -2.6218 1.8489 1.4758
H -2.5295 1.4784 -0.2441
H -1.6726 0.2492 2.3576
H 0.2679 0.3077 1.2900
H 1.6937 0.8479 -1.5984
H 3.1819 2.6670 -2.2055
H -0.2625 3.3252 1.3224
H 1.0625 5.2329 2.0840
H 0.4765 6.0395 0.6334
H 3.3679 5.8713 1.6194
H 2.3654 7.3093 1.3687
H 4.0741 6.8945 -0.4710
H 2.3591 7.0368 -1.0507
H 4.6797 4.3005 -2.3549
H 3.3692 5.1767 -3.1909
H 4.6055 6.0802 -2.2391
H -0.9190 1.2368 -2.3055
H -0.6191 -0.2904 -4.2219
H -0.2152 -1.9561 0.4043
H 1.0316 -3.8097 -0.3004
H -0.3062 -4.4960 -1.2293
H 1.6719 -5.4119 -2.2174
H 2.5267 -3.8516 -2.1710
H 0.2306 -4.7048 -4.0042
H 1.8928 -4.2296 -4.4782
H 1.1689 -1.1819 -5.3704
H 1.2219 -2.8789 -5.9143
H -0.3440 -2.0567 -5.6960
*
```

Record 2
A structure of composition C33H44N7O2S4SiV in a non-equilibrium geometry. Source: the Open Molecules 2025 dataset; level of theory: the ωB97M-V functional and the def2-TZVPD basis.

highest occupied orbital energy (alpha / beta) = -13.22 / -13.22 eV

```
! wB97M-V def2-TZVPD RIJCOSX def2/J DEFGRID3
* xyz 2 3
V -0.3345 0.2022 -0.9195
C 4.8317 1.8017 -4.3678
C 3.9177 0.6648 -4.1193
N 3.8713 -0.4403 -4.7843
N 2.8737 -1.1466 -4.2212
C 2.2580 -0.5000 -3.2218
S 0.9238 -1.1697 -2.3961
N 2.9444 0.6607 -3.1326
N 2.6856 1.7120 -2.2702
H 5.5224 1.5213 -5.1583
H 5.4064 2.0589 -3.4764
H 4.2694 2.6787 -4.6945
H 2.6430 -2.0631 -4.5698
H 2.6910 1.3760 -1.3047
H 3.4031 2.4131 -2.4044
N -3.5473 4.5475 -5.6933
C -2.9732 3.8772 -4.9593
C -2.2606 3.0429 -4.0426
C -1.2465 3.5717 -3.2460
C -0.6060 2.7405 -2.3525
N -0.8974 1.4370 -2.2519
C -1.8771 0.9303 -3.0147
C -2.5885 1.6926 -3.9110
H -0.9805 4.6167 -3.3093
H 0.1417 3.1205 -1.6740
H -2.0970 -0.1299 -2.9041
H -3.3878 1.2608 -4.4954
C 4.7746 -1.2250 0.3943
Si 4.0208 0.1693 1.4125
C 3.8663 -0.2844 3.2266
C 4.9267 1.7986 1.1192
C 2.3091 0.4281 0.6931
C 1.2290 0.5403 0.1283
H 5.7791 -1.4553 0.7555
H 4.8506 -0.9683 -0.6644
H 4.1790 -2.1341 0.4723
H 4.8191 -0.6505 3.6129
H 3.1186 -1.0621 3.3847
H 3.5764 0.5832 3.8214
H 5.7793 1.8860 1.7953
H 4.2764 2.6574 1.2938
H 5.3142 1.8618 0.1003
C -1.8006 -0.5666 1.3990
C -2.7677 0.5170 0.9627
O -2.0613 1.4267 0.1031
H -2.3036 -1.3664 1.9415
H -1.0063 -0.1454 2.0167
H -1.7749 -1.7975 -0.1842
H -3.2114 1.0328 1.8142
H -3.5606 0.0763 0.3557
H -1.5987 2.1060 0.6390
S 0.0258 3.2628 1.6235
C 0.6384 4.7982 1.5302
N 0.9683 5.5498 2.5728
C 1.6542 6.8126 2.3306
C 1.3299 7.2060 0.8920
S 0.9641 5.6368 0.0321
H 0.8874 5.1754 3.5063
H 2.7299 6.6796 2.4712
H 1.3066 7.5693 3.0315
H 2.1625 7.6978 0.3979
H 0.4474 7.8384 0.8266
O -1.1756 -1.0816 0.2053
S -3.2383 -3.2275 -0.8074
C -4.9623 -3.5068 -0.2246
C -5.0794 -3.5334 1.2686
C -5.0402 -2.3411 1.9890
C -5.1493 -2.3462 3.3697
C -5.2909 -3.5494 4.0489
C -5.3267 -4.7408 3.3424
C -5.2188 -4.7336 1.9574
C -2.3807 -4.6761 -0.0536
C -1.0709 -4.3028 0.5640
C 0.0870 -4.2554 -0.2058
C 1.3012 -3.9371 0.3838
C 1.3573 -3.6325 1.7356
C 0.2012 -3.6498 2.5026
C -1.0088 -3.9938 1.9204
H -5.2936 -4.4339 -0.6878
H -5.5215 -2.6777 -0.6571
H -4.9531 -1.4006 1.4547
H -5.1420 -1.4107 3.9146
H -5.3886 -3.5560 5.1262
H -5.4514 -5.6799 3.8647
H -5.2656 -5.6677 1.4091
H -2.2540 -5.4116 -0.8454
H -3.0606 -5.0655 0.6998
H 0.0405 -4.4895 -1.2638
H 2.2063 -3.9531 -0.2094
H 2.3077 -3.4130 2.2041
H 0.2482 -3.4219 3.5601
H -1.9125 -4.0429 2.5204
*
```

Record 3
A structure of composition C33H44N7O4STi in a non-equilibrium geometry. Source: the Open Molecules 2025 dataset; level of theory: the ωB97M-V functional and the def2-TZVPD basis.

highest occupied orbital energy = -16.53 eV

```
! wB97M-V def2-TZVPD RIJCOSX def2/J DEFGRID3
* xyz 3 1
Ti 0.6351 0.4647 0.5498
C 1.4021 4.8449 1.6192
C 1.6017 3.4132 1.9750
C 2.3845 2.5819 1.1631
C 2.6559 1.2564 1.5258
C 2.0846 0.7256 2.7005
C 1.3298 1.5639 3.5269
C 1.0998 2.8865 3.1679
H 1.3505 4.9823 0.5418
H 2.2433 5.4323 1.9910
H 0.5056 5.2458 2.0813
H 2.9222 3.0280 0.3357
H 3.4503 0.7084 1.0137
H 2.3974 -0.2524 3.0625
H 0.9836 1.2081 4.4903
H 0.5646 3.5374 3.8451
C 2.8826 2.9853 -3.8917
C 2.6611 2.9763 -2.3743
C 1.2543 3.3952 -2.0411
C 0.9086 4.7279 -2.2538
C -0.3753 5.1880 -2.0263
C -1.3570 4.3135 -1.6042
C -1.0477 2.9719 -1.3669
C -2.1410 1.8600 0.6171
C -3.0942 0.7608 1.1418
C 0.2670 2.5128 -1.5571
N 0.5690 1.1728 -1.2515
C 1.1500 0.3800 -2.1602
C 1.7828 -0.7566 -1.6994
C 2.4621 -1.8435 -2.3171
C 2.9576 -2.6155 -1.2965
C 2.5867 -1.9884 -0.0857
N 1.8747 -0.8862 -0.3072
H 3.9216 2.7635 -4.1186
H 2.6500 3.9627 -4.3041
H 2.2561 2.2468 -4.3847
H 3.3621 3.6954 -1.9429
H 2.8923 1.9801 -1.9813
H 1.6610 5.4137 -2.6134
H -0.6236 6.2241 -2.1872
H -2.3573 4.6826 -1.4441
H -2.4479 2.8205 1.0758
H -0.7117 1.8658 2.0136
H -4.0948 1.1373 1.3349
H -2.6969 0.4084 2.0941
H -3.1463 -0.0883 0.4640
H 1.1348 0.6362 -3.2190
H 2.5490 -2.0112 -3.3712
H 3.5183 -3.5216 -1.3917
H 2.8383 -2.3106 0.9097
C -4.5400 1.6440 -1.2806
N -3.1857 1.9793 -1.6630
C -3.0577 2.1876 -3.0902
C -2.1781 2.1584 -0.8685
N -0.7774 1.5633 1.0398
H -4.6818 0.5698 -1.1839
H -5.2138 1.9931 -2.0621
H -4.8232 2.1236 -0.3484
H -3.6107 1.4018 -3.6095
H -2.0157 2.1707 -3.4034
H -3.4893 3.1484 -3.3848
C 2.2559 -6.7201 0.4221
C 1.4217 -6.2761 1.6034
S 0.3453 -4.8691 1.1993
O 1.0170 -3.6135 1.5300
O -0.1994 -4.8802 -0.1296
C -1.0646 -4.9640 2.3978
C -2.2334 -4.1066 1.9141
N -1.7731 -2.9440 1.1675
C -1.0047 -1.9415 1.6291
N -0.6292 -1.1297 0.6340
C -1.1557 -1.6480 -0.5133
C -1.8665 -2.7731 -0.1945
N -2.6234 -3.5538 -1.1503
O -2.6698 -3.0477 -2.2436
O -3.1550 -4.5643 -0.7922
C -0.6327 -1.7300 3.0445
H 3.0481 -7.3830 0.7654
H 2.7156 -5.8663 -0.0690
H 1.6510 -7.2566 -0.3041
H 2.0331 -5.9213 2.4299
H 0.7609 -7.0685 1.9434
H -0.6629 -4.6310 3.3512
H -1.3841 -5.9994 2.4775
H -2.8386 -3.7679 2.7615
H -2.8641 -4.6911 1.2368
H -1.0036 -1.2325 -1.5002
H -1.4168 -2.0596 3.7234
H -0.4223 -0.6715 3.2215
H 0.2668 -2.3166 3.2499
*
```

Energy relative to the best compared isomer or geometry (same formula, charge and spin) / eV: 5.463; 0.365; 0.777
Energy / a.u.: -1598.18743; -4643.41029; -3214.81409